Below is a cluster of 2 separate species, C49H44N5O3 in total, with properties calculated with wB97M-V/def2-TZVPD.

Values from the calculation:
LUMO level, eV: -4.46
E_HOMO, eV: -7.837
Gap between HOMO and LUMO, eV: 3.4
Energy above the lowest of the compared OMol25 structures with the same formula, charge and spin, kJ/mol: 0.0
Electronic energy, eV: -65111.909

```
! RIJCOSX wB97M-V def2-TZVPD def2/J DEFGRID3
* xyz 1 1
C 2.662 2.731 4.266
O 2.711 3.954 3.577
C 2.882 3.772 2.182
C 3.888 2.809 1.731
C 3.612 1.810 0.784
C 4.600 0.945 0.377
C 5.882 1.056 0.889
C 6.165 2.020 1.841
C 5.180 2.873 2.272
C 2.108 4.541 1.322
N 2.112 4.624 -0.088
C 3.021 4.016 -1.019
C 2.516 3.243 -2.057
C 3.372 2.652 -2.958
C 4.738 2.830 -2.840
C 5.243 3.615 -1.820
C 4.394 4.211 -0.916
N 1.153 5.455 -0.546
C 0.589 5.992 0.506
C -0.493 6.959 0.427
C -0.631 7.974 1.375
C -1.630 8.911 1.250
C -2.528 8.838 0.202
C -2.413 7.827 -0.735
C -1.399 6.903 -0.634
N 1.135 5.459 1.706
C 0.626 5.669 3.039
C 1.214 6.609 3.882
C 0.737 6.796 5.160
C -0.328 6.046 5.623
C -0.918 5.108 4.796
C -0.449 4.920 3.514
H 2.270 2.913 5.268
H 2.011 2.031 3.739
H 3.665 2.307 4.330
H 2.623 1.746 0.363
H 4.381 0.191 -0.362
H 6.662 0.395 0.545
H 7.162 2.108 2.243
H 5.388 3.617 3.022
H 1.449 3.117 -2.139
H 2.972 2.055 -3.760
H 5.406 2.361 -3.544
H 6.305 3.763 -1.733
H 4.779 4.820 -0.116
H 0.062 8.027 2.196
H -1.707 9.706 1.971
H -3.318 9.568 0.115
H -3.121 7.757 -1.543
H -1.294 6.119 -1.365
H 2.056 7.176 3.521
H 1.204 7.522 5.805
H -0.694 6.189 6.629
H -1.739 4.514 5.160
H -0.891 4.178 2.872
C -1.520 -7.798 -6.009
O -0.287 -7.324 -5.519
C -0.292 -6.995 -4.157
C 0.885 -6.498 -3.607
C 0.925 -6.155 -2.253
C -0.221 -6.313 -1.454
C -1.401 -6.820 -2.002
C -1.426 -7.147 -3.330
N 0.099 -5.895 -0.152
C -0.773 -5.940 1.019
C 1.404 -5.478 -0.136
C 1.972 -5.626 -1.404
C 3.341 -5.439 -1.713
C 4.270 -4.833 -0.813
C 4.011 -3.806 0.102
N 5.126 -3.578 0.867
C 5.245 -2.582 1.927
C 6.132 -4.479 0.486
C 5.632 -5.259 -0.570
C 6.388 -6.314 -1.088
C 7.648 -6.576 -0.567
O 8.483 -7.619 -1.000
C 7.957 -8.401 -2.045
C 8.134 -5.764 0.484
C 7.399 -4.736 1.013
H -1.406 -8.014 -7.073
H -1.801 -8.714 -5.485
H -2.289 -7.035 -5.876
H 1.750 -6.376 -4.228
H -2.269 -6.954 -1.384
H -2.338 -7.531 -3.748
H -1.761 -6.311 0.758
H -0.341 -6.593 1.774
H -0.871 -4.943 1.441
H 1.920 -5.176 0.758
H 3.716 -5.881 -2.621
H 3.094 -3.250 0.186
H 6.224 -2.638 2.396
H 5.108 -1.585 1.515
H 4.486 -2.758 2.686
H 5.976 -6.931 -1.860
H 8.708 -9.141 -2.327
H 7.053 -8.914 -1.710
H 7.738 -7.766 -2.906
H 9.101 -5.998 0.891
H 7.767 -4.159 1.843
*
```

Löwdin atomic charge list, values in e, 8 entries: -0.0893 -0.1345 -0.1806 -0.2070 -0.0444 -0.1103 -0.1146 -0.0795